Density functional theory data (ωB97M-V/def2-TZVPD) for the molecule C4H6N2O2 in a non-equilibrium geometry.

Values from the calculation:
Net charge: 0
LUMO energy (alpha / beta), eV: -1.92 / -0.87
Kohn-Sham gap (alpha / beta), eV: 8.137 / 8.920
Highest occupied orbital energy (alpha / beta), eV: -10.058 / -9.786
Max |F|, Eh/bohr: 0.08610

Geometry (Å):
1 C 0.685 0.670 1.568
2 C -0.635 0.574 0.855
3 C -0.841 -0.733 0.067
4 C 0.379 -1.040 -0.763
5 N 1.717 0.082 1.241
6 N 0.609 -0.141 -1.768
7 O -0.028 0.936 -1.801
8 O 1.407 -0.424 -2.673
9 H 0.658 1.343 2.344
10 H -1.592 0.921 1.400
11 H -0.677 1.458 0.124
12 H -1.009 -1.487 0.710
13 H -1.764 -0.361 -0.543
14 H 1.091 -1.798 -0.763

=====

Density functional theory data (ωB97M-V/def2-TZVPD) for the molecule C6H9NO in a non-equilibrium geometry.

Values from the calculation:
Net charge: 0
LUMO energy, eV: 0.87
Kohn-Sham gap, eV: 8.720
Highest occupied orbital energy, eV: -7.854
Max |F|, Eh/bohr: 0.07486

Geometry (Å):
1 C -0.259 1.649 -0.947
2 C -1.327 2.429 -1.207
3 C 0.952 -0.535 1.277
4 C 0.893 0.950 0.813
5 C -0.465 -0.924 1.335
6 C -0.274 -2.224 -0.714
7 N 0.721 1.016 -0.602
8 O -0.930 -1.745 0.479
9 H -1.207 3.473 -1.371
10 H -2.281 1.892 -1.270
11 H 1.495 -0.978 0.442
12 H 1.311 -0.677 2.386
13 H -0.019 1.376 1.379
14 H 1.818 1.457 1.185
15 H -1.022 -2.124 -1.613
16 H -0.050 -3.287 -0.639
17 H 0.643 -1.748 -0.933

=====

Density functional theory data (ωB97M-V/def2-TZVPD) for the molecule CH3ClN2O2 in a non-equilibrium geometry.

Values from the calculation:
Net charge: 0
LUMO energy, eV: 0.54
Kohn-Sham gap, eV: 10.228
Highest occupied orbital energy, eV: -9.683
SMILES: [O-]/[N+](CCl)=N\O
Max |F|, Eh/bohr: 0.02673

Geometry (Å):
1 O 0.296 1.225 -1.099
2 N 0.129 0.291 -0.321
3 C -1.042 -0.574 -0.489
4 Cl -2.402 0.101 0.449
5 N 0.841 -0.057 0.654
6 O 1.936 0.759 0.840
7 H -1.323 -0.573 -1.543
8 H -0.825 -1.571 -0.105
9 H 2.390 0.399 1.614

=====

Density functional theory data (ωB97M-V/def2-TZVPD) for a structure of composition C4H4LiO5Pb in a non-equilibrium geometry.

Values from the calculation:
Net charge: 0
Spin multiplicity: 2
<S²>: 0.7528
LUMO energy (alpha / beta), eV: -0.59 / -0.84
Kohn-Sham gap (alpha / beta), eV: 6.352 / 7.259
Highest occupied orbital energy (alpha / beta), eV: -6.943 / -8.097
Max |F|, Eh/bohr: 0.04802

Geometry (Å):
1 O 0.497 -2.605 -0.060
2 O -0.330 -0.666 0.522
3 C -0.519 0.726 0.149
4 C -1.962 1.066 0.509
5 O -2.851 0.169 -0.028
6 C 0.693 -1.413 0.092
7 H 0.219 1.326 0.700
8 H -0.362 0.833 -0.933
9 H -2.112 2.113 0.157
10 H -2.024 1.114 1.621
11 O 2.781 -0.310 0.466
12 O 2.119 -0.520 -1.623
13 C 1.931 -0.704 -0.385
14 Li -2.206 -1.498 0.001
15 Pb 4.127 0.369 -1.186

=====

Q: Which energy relative to the best compared isomer or geometry (same formula, charge and spin) values were calculated for the entries above? A: 7.549 5.597 1.672 0.000, in eV.